Entry 1:
Density functional theory data (ωB97M-V with the def2-TZVPD basis set) for a 2-piece molecular cluster, CH4N3O3 overall.

```
11
Properties=species:S:1:pos:R:3:forces:R:3
C 2.529047 0.243875 -0.275780 -0.868 0.478 -0.702
N -2.763609 -0.595054 0.435739 -0.139 -0.815 0.714
N -1.145461 -0.643447 0.026820 1.777 -0.337 -0.645
N -0.156012 -0.948560 0.575232 -2.949 0.480 -0.223
O 3.314944 0.737637 0.515384 1.500 1.105 1.818
O 2.573058 -0.745197 -0.940433 0.166 -3.123 -1.732
O 1.383143 1.057438 -0.510783 0.294 0.967 0.362
H -3.171614 0.098474 -0.173484 0.063 0.386 0.063
H -3.155154 -0.541115 1.411588 1.233 0.203 -1.157
H -1.224505 -0.445359 -1.029574 -0.061 -0.102 1.464
H 1.816161 1.781305 -0.034705 -1.015 0.759 0.037
```
Forces are in eV/Å.

Computed properties:
Frontier orbital gap: 7.9 eV
Highest occupied orbital energy: -4.04 eV
Net charge: -1
LUMO: 3.818 eV
2S+1: 1
Energy: -430.436159 Eh

---

Entry 2:
Density functional theory data (ωB97M-V with the def2-TZVPD basis set) for C2H6O6 as an isolated structure.

```
14
Properties=species:S:1:pos:R:3:forces:R:3
C 0.368501 0.521883 -1.415962 -0.329 -0.606 -0.066
C -0.087066 -0.384157 -0.279462 1.233 2.838 2.444
O -1.413726 -0.216621 0.138320 -0.260 -0.045 -0.063
O -1.799753 1.161332 0.157758 0.126 -0.263 -0.291
O 0.137850 -1.657347 -0.517252 0.650 -2.535 2.583
H -1.570968 1.422307 1.059292 0.156 -0.043 0.166
H 0.324663 1.561392 -1.099981 -0.008 -0.123 0.083
H -0.305372 0.365459 -2.255989 0.028 0.124 -0.103
H 1.380199 0.235925 -1.693685 -0.020 0.051 0.037
O 0.835283 -0.146712 0.930066 -0.275 -0.655 -1.214
O 0.227417 -2.395884 1.077271 -0.772 0.972 -3.854
O 0.729321 1.141815 1.483951 -0.345 0.851 -0.036
H 1.650720 1.343730 1.708503 -0.163 -0.146 -0.232
H -0.477070 -2.953122 0.707169 -0.021 -0.420 0.547
```
Forces are in eV/Å.

Computed properties:
Frontier orbital gap: 8.4 eV
Highest occupied orbital energy: -9.92 eV
Net charge: 0
LUMO: -1.560 eV
2S+1: 1
Energy: -530.903536 Eh

---

Entry 3:
Density functional theory data (ωB97M-V with the def2-TZVPD basis set) for one molecule with the formula C19H15BrN6OS.

```
43
Properties=species:S:1:pos:R:3:forces:R:3
C 1.069241 4.240750 -2.013859 -0.064 0.025 -0.082
C 0.429844 3.195428 -1.528338 -0.134 -0.018 0.122
C 0.015363 3.064770 -0.088986 -0.163 0.401 -0.295
N 0.447639 1.799856 0.451436 0.291 -0.639 0.353
C 1.720415 1.507868 0.847657 0.067 0.053 0.060
N 1.794934 0.284456 1.303215 0.711 0.618 0.317
N 0.575302 -0.250062 1.215662 -1.107 -0.528 -0.162
C -0.240185 0.640090 0.706200 0.392 0.000 0.064
C -1.653802 0.387714 0.488170 -0.454 -0.014 -0.049
C -2.314894 -0.435108 1.401957 0.079 0.151 -0.115
C -3.654777 -0.724868 1.246448 -0.145 -0.022 -0.084
C -4.339810 -0.191993 0.165645 -0.162 -0.027 -0.053
C -3.698200 0.605569 -0.766111 -0.212 -0.036 0.002
C -2.354769 0.890977 -0.606046 0.084 -0.103 0.187
H -1.856794 1.480113 -1.359760 0.076 0.077 -0.065
H -4.240948 0.995292 -1.613590 -0.045 0.009 -0.049
Br -6.192148 -0.573547 -0.050965 0.220 0.043 0.027
H -4.165850 -1.356952 1.955975 -0.041 -0.036 0.045
H -1.756961 -0.842176 2.229947 0.045 -0.030 0.095
S 3.023828 2.645320 0.681152 0.236 0.243 0.085
C 4.444232 1.480980 0.543101 -0.206 0.451 0.282
N 4.058816 0.263014 -0.093038 0.482 -1.065 0.219
N 3.415661 0.396223 -1.257531 0.218 1.117 -0.370
N 2.869178 -0.559543 -1.823166 -0.542 0.026 -0.853
C 2.857486 -1.807976 -1.247067 0.412 -0.774 1.094
C 2.167719 -2.845798 -1.881559 0.111 0.174 0.056
C 2.125965 -4.089034 -1.293054 -0.018 0.037 -0.057
C 2.760839 -4.322204 -0.072808 0.057 0.018 0.086
C 3.443562 -3.309435 0.564448 0.057 0.091 -0.022
C 3.502209 -2.046052 -0.020209 -0.305 -0.093 -0.444
C 4.189725 -0.936769 0.629852 0.069 0.178 -0.148
O 4.841976 -0.979830 1.646353 -0.014 -0.178 0.118
H 3.936904 -3.460935 1.511890 0.036 -0.034 0.086
H 2.713390 -5.304186 0.373322 -0.004 -0.067 0.047
H 1.593353 -4.894048 -1.777617 -0.043 -0.047 -0.043
H 1.676741 -2.642459 -2.820016 -0.047 0.031 -0.102
H 4.814662 1.237048 1.541034 -0.013 -0.014 -0.326
H 5.189027 2.026910 -0.037982 -0.039 -0.052 0.080
H -1.073196 3.122353 0.013823 0.187 0.031 0.081
H 0.467575 3.866100 0.503519 -0.176 -0.037 -0.032
H 0.194104 2.347774 -2.158152 -0.007 -0.090 -0.127
H 1.352666 4.297472 -3.049875 0.037 -0.024 -0.217
H 1.332945 5.081644 -1.394404 0.073 0.155 0.190
```
Forces are in eV/Å.

Computed properties:
Frontier orbital gap: 8.5 eV
Highest occupied orbital energy: -8.40 eV
Net charge: 0
LUMO: 0.051 eV
2S+1: 1
Structure (SMILES): C=CCn1c(SCn2nnc3ccccc3c2=O)nnc1-c1ccc(Br)cc1
Energy: -4108.962190 Eh

---

Entry 4:
Density functional theory data (ωB97M-V with the def2-TZVPD basis set) for C5H6NiO5 as an isolated structure.

```
17
Properties=species:S:1:pos:R:3:forces:R:3
H -3.194606 -0.138278 2.547536 -0.009 0.118 -0.316
O -1.423984 1.859462 0.680202 -0.964 0.777 0.966
C -3.173005 0.285804 1.542646 2.090 2.520 0.237
C -2.273520 1.269355 1.257167 -2.355 -3.510 -0.732
H -3.988507 0.121512 0.836858 0.198 0.240 0.164
H 0.108040 -1.844633 -2.226946 0.014 0.227 0.097
C 0.551919 -0.963071 -1.730110 0.372 -0.670 -0.280
C 1.106642 -1.247887 -0.326329 -0.211 -0.390 -0.194
O 1.118104 -0.012035 0.355258 -0.382 -0.023 0.253
C 2.282154 0.811281 0.468483 3.939 -0.133 6.332
O 3.141610 0.518183 1.354767 -3.103 0.389 -4.629
O 2.019262 1.946160 -0.035815 -0.940 0.247 -1.435
Ni 0.117550 1.558279 -0.374994 1.780 -0.582 -0.437
O -0.277443 0.102652 -1.783118 -0.338 0.672 -0.119
H 1.383716 -0.679176 -2.436404 -0.156 0.041 0.160
H 2.102964 -1.702972 -0.347533 -0.235 0.101 0.082
H 0.399104 -1.884635 0.218338 0.300 -0.025 -0.150
```
Forces are in eV/Å.

Computed properties:
Frontier orbital gap (alpha / beta): 9.3 / 6.3 eV
Highest occupied orbital energy (alpha / beta): -14.01 / -14.02 eV
Net charge: +1
LUMO (alpha / beta): -4.675 / -7.729 eV
2S+1: 4
Energy: -2078.213036 Eh

---

Entry 5:
Density functional theory data (ωB97M-V with the def2-TZVPD basis set) for a 2-piece molecular cluster, C5H12NO overall.

```
19
Properties=species:S:1:pos:R:3:forces:R:3
C 2.687270 0.978471 -2.312282 -0.516 0.366 -1.096
C 2.705188 0.632840 -0.834206 -0.112 -0.784 1.174
C 1.474174 -0.106390 -0.405065 -0.175 0.605 0.794
C 0.602617 0.464107 0.486607 -0.421 -0.931 -0.431
N -0.787544 0.375169 0.213509 -0.237 -0.884 0.652
C -1.748214 0.710708 0.994165 0.151 -0.311 -0.441
H 2.920919 0.192761 -3.027995 0.278 -0.311 0.388
H 1.729709 1.366558 -2.678326 -0.154 -0.047 0.466
H 3.363366 1.810337 -2.481514 0.349 -0.074 0.021
H 3.590201 0.060787 -0.553815 0.261 0.241 -0.148
H 2.637210 1.576941 -0.303885 0.536 0.099 0.266
H 1.258928 -1.133735 -0.704488 -0.511 0.521 -1.363
H 0.753400 0.731997 1.527564 0.734 1.332 -0.494
H -1.045288 0.145549 -0.742125 0.132 -0.117 -0.039
H -1.547528 0.978271 2.020948 -0.044 0.129 0.024
H -2.730611 0.691335 0.556964 -0.316 0.088 0.281
H -4.824634 -2.220080 1.340885 -0.108 0.119 0.160
H -3.726892 -3.234085 1.442850 0.141 -0.077 0.170
O -3.981128 -2.369136 1.781732 0.012 0.035 -0.383
```
Forces are in eV/Å.

Computed properties:
Frontier orbital gap: 8.0 eV
Highest occupied orbital energy: -13.41 eV
Net charge: +1
LUMO: -5.386 eV
2S+1: 1
Energy: -327.358187 Eh

---

Entry 6:
Density functional theory data (ωB97M-V with the def2-TZVPD basis set) for one molecule with the formula C10H8O3.

```
21
Properties=species:S:1:pos:R:3:forces:R:3
C -2.389968 -0.222947 -0.108975 -1.481 -0.253 -0.739
C -1.203983 -0.358889 -0.061263 -2.393 -0.461 0.663
C 1.956822 1.708981 0.580096 0.360 -2.528 -1.851
C 2.834392 0.705779 0.405222 -3.220 1.031 -1.781
C 0.636061 1.671605 0.028482 -1.062 -3.123 0.407
C -4.808761 -0.288839 0.371480 3.005 -0.662 3.521
C -3.765503 -0.211934 -0.437017 -1.041 1.671 -2.260
C 2.546060 -0.387048 -0.538851 -1.003 -1.220 0.989
C 1.201198 -1.030217 -0.095505 2.491 2.223 -0.330
C 0.078569 -0.312724 0.293856 2.616 4.885 -1.181
O -0.150317 2.400182 -0.438560 -0.222 0.662 -0.250
O 0.837200 -0.871064 1.265360 0.153 -0.792 1.737
O 3.497976 -1.378412 -0.462028 2.010 -0.395 2.533
H 2.175364 2.393129 1.281990 0.539 2.630 2.329
H 3.659249 0.711767 0.976985 3.057 -0.234 1.681
H -5.763893 -0.216959 0.064732 -3.021 0.324 -1.289
H -4.686594 -0.420501 1.494691 -0.007 -0.012 -1.574
H -4.042536 0.139443 -1.510584 0.860 -1.021 1.656
H 2.539045 -0.078448 -1.536081 -0.735 1.015 -1.684
H 1.159698 -1.977876 -0.414091 -0.442 -3.542 -1.244
H 3.689915 -1.975028 -1.159939 -0.465 -0.197 -1.332
```
Forces are in eV/Å.

Computed properties:
Frontier orbital gap: 8.0 eV
Highest occupied orbital energy: -7.84 eV
Net charge: 0
LUMO: 0.170 eV
2S+1: 1
Energy: -611.311640 Eh

---

net charge of number 4 (C5H6NiO5)?
+1

---

Among the records above, which one has the highest energy?
C5H12NO